A structure of composition C5H8O2 at a distorted geometry, computed with ωB97M-V with the def2-TZVPD basis set.

Structure (XYZ):
```
15
Properties=species:S:1:pos:R:3:forces:R:3:lowdin_charge:R:1
O 1.90165 -0.43719 0.48596 -0.534 -0.588 0.100 -0.04
O -0.78914 1.12918 -0.70446 -1.637 -1.739 -0.352 -0.08
C -1.67669 -0.12230 -0.53669 0.612 -0.052 1.163 -0.05
C 1.77789 0.94734 0.07216 1.392 1.020 0.975 -0.10
C 0.55023 -0.63201 -0.10424 3.530 -2.025 -2.369 -0.39
C 0.29657 0.73592 0.10155 -1.687 4.875 1.505 -0.39
C -0.64921 -1.18016 0.36362 -5.188 0.202 2.688 -0.08
H -2.15872 -0.43692 -1.50394 1.508 0.059 0.508 0.11
H -2.60073 -0.03756 0.09217 1.033 0.919 -0.053 0.10
H 2.29895 1.15882 -0.84044 -0.011 -0.151 -0.915 0.12
H -0.69746 -0.74957 1.49044 -0.589 -1.688 -2.330 0.16
H -0.05130 1.03109 1.18526 0.984 -1.006 -1.587 0.19
H 2.20865 1.62000 0.82998 -0.294 -0.201 -0.127 0.13
H 0.72848 -0.86368 -1.19315 -0.172 0.306 0.798 0.19
H -1.13919 -2.16294 0.26178 1.054 0.069 -0.005 0.11
```
Positions in Å, forces in eV/Å.

E in eV: -9405.0148
Orbital gap in eV: 10.972
Total charge: 0
LUMO in Eh: 0.040
Relative energy (zero: lowest compared OMol25 entry of this formula, charge and spin) in kJ/mol: 464.8